[1]
{
  "formula": "C24H35NO15",
  "method": "ωB97M-V with the def2-TZVPD basis set",
  "e_homo_ev": -9.696,
  "lumo_energy_ev": -0.1,
  "largest_force_ev_per_a": 2.10,
  "total_energy_ev": -57657.44316,
  "smiles": "CCN[C@@]1(CC(=O)O)OC(=O)O[C@@H]1CC(=O)c1ccccc1.COC(=O)OC.COC(=O)OC.COC(=O)OC",
  "species": ["C", "C", "N", "C", "C", "C", "O", "O", "O", "C", "O", "O", "C", "C", "C", "O", "C", "C", "C", "C", "C", "C", "H", "H", "H", "H", "H", "H", "H", "H", "H", "H", "H", "H", "H", "H", "H", "H", "H", "C", "O", "C", "O", "O", "C", "H", "H", "H", "H", "H", "H", "C", "O", "C", "O", "O", "C", "H", "H", "H", "H", "H", "H", "C", "O", "C", "O", "O", "C", "H", "H", "H", "H", "H", "H"],
  "positions_angstrom": [[-4.27, -2.62, 3.27], [-2.90, -2.23, 2.61], [-3.00, -2.05, 1.16], [-2.65, -3.22, 0.39], [-3.41, -4.54, 0.64], [-2.98, -5.37, 1.84], [-3.81, -6.03, 2.41], [-1.68, -5.34, 2.33], [-3.16, -2.83, -0.94], [-2.12, -2.94, -1.81], [-2.14, -3.42, -2.91], [-1.04, -2.44, -1.12], [-1.11, -3.25, 0.11], [-0.45, -4.58, -0.30], [0.69, -4.98, 0.64], [1.24, -4.17, 1.35], [1.13, -6.42, 0.67], [0.24, -7.42, 0.37], [0.61, -8.75, 0.42], [1.90, -9.04, 0.79], [2.79, -8.04, 1.05], [2.44, -6.72, 1.00], [-4.34, -2.11, 4.23], [-5.10, -2.30, 2.63], [-4.35, -3.69, 3.46], [-2.17, -2.99, 2.90], [-2.60, -1.28, 3.07], [-3.94, -1.76, 0.91], [-4.48, -4.38, 0.65], [-3.22, -5.17, -0.25], [-1.19, -6.05, 1.88], [-0.51, -2.65, 0.79], [0.01, -4.49, -1.29], [-1.18, -5.38, -0.38], [-0.79, -7.24, 0.08], [-0.12, -9.51, 0.18], [2.21, -10.08, 0.86], [3.80, -8.32, 1.32], [3.16, -5.94, 1.21], [0.18, 3.06, -5.74], [0.13, 1.65, -5.57], [-0.07, 1.24, -4.32], [-0.20, 1.96, -3.36], [-0.09, -0.09, -4.31], [-0.30, -0.66, -3.01], [0.34, 3.26, -6.79], [-0.76, 3.52, -5.44], [1.00, 3.49, -5.17], [-1.26, -0.36, -2.60], [0.51, -0.39, -2.34], [-0.29, -1.74, -3.14], [-1.59, 5.09, -2.72], [-0.26, 5.62, -2.81], [-0.04, 6.69, -2.05], [-0.84, 7.21, -1.32], [1.23, 7.07, -2.23], [1.60, 8.21, -1.46], [-1.64, 4.23, -3.38], [-1.80, 4.76, -1.70], [-2.32, 5.83, -3.04], [1.51, 8.01, -0.40], [1.00, 9.08, -1.74], [2.64, 8.43, -1.69], [5.77, 9.16, 4.39], [5.35, 8.44, 3.23], [4.15, 7.88, 3.34], [3.43, 7.93, 4.30], [3.88, 7.25, 2.20], [2.62, 6.59, 2.17], [6.76, 9.57, 4.18], [5.09, 9.98, 4.61], [5.85, 8.49, 5.25], [1.81, 7.31, 2.30], [2.57, 5.82, 2.94], [2.51, 6.12, 1.20]]
}

[2]
{
  "formula": "C24H36As2F12O18Pt",
  "method": "ωB97M-V with the def2-TZVPD basis set",
  "e_homo_ev": [-9.539, -9.539],
  "spin_multiplicity": 3,
  "lumo_energy_ev": [-1.3, -3.3],
  "largest_force_ev_per_a": 11.94,
  "total_energy_ev": -219859.40737,
  "species": ["Pt", "As", "F", "F", "F", "F", "F", "F", "As", "F", "F", "F", "F", "F", "F", "C", "C", "C", "O", "C", "O", "O", "H", "H", "H", "H", "H", "H", "C", "C", "C", "O", "C", "O", "O", "H", "H", "H", "H", "H", "H", "C", "C", "C", "O", "C", "O", "O", "H", "H", "H", "H", "H", "H", "C", "C", "C", "O", "C", "O", "O", "H", "H", "H", "H", "H", "H", "C", "C", "C", "O", "C", "O", "O", "H", "H", "H", "H", "H", "H", "C", "C", "C", "O", "C", "O", "O", "H", "H", "H", "H", "H", "H"],
  "positions_angstrom": [[1.92, -0.21, 3.20], [4.51, -2.43, 3.16], [3.57, -1.23, 2.17], [3.36, -2.19, 4.41], [5.25, -3.69, 4.25], [5.64, -2.80, 1.87], [5.63, -1.21, 3.88], [3.41, -3.72, 2.47], [0.73, -0.33, -0.49], [1.30, -0.09, 1.21], [0.49, -1.99, -0.20], [0.48, -0.61, -2.22], [0.93, 1.40, -0.81], [2.43, -0.57, -0.91], [-1.05, -0.02, -0.33], [-0.84, 3.75, -2.18], [-1.63, 2.63, -2.73], [-2.99, 3.07, -3.16], [-3.22, 2.40, -4.40], [-2.08, 1.87, -4.87], [-1.97, 1.27, -5.98], [-1.08, 2.25, -3.96], [-1.39, 4.16, -1.33], [-0.56, 4.51, -2.90], [0.07, 3.25, -1.85], [-1.88, 1.82, -2.04], [-3.16, 4.13, -3.30], [-3.72, 2.64, -2.47], [-3.15, -1.96, -4.21], [-1.87, -2.69, -4.62], [-0.85, -2.90, -3.50], [-0.54, -4.26, -3.54], [-1.42, -4.81, -4.39], [-1.46, -6.08, -4.56], [-2.28, -4.08, -4.81], [-3.69, -2.16, -3.28], [-3.82, -1.76, -5.05], [-2.88, -0.92, -4.07], [-1.32, -2.22, -5.43], [-1.23, -2.67, -2.51], [-0.09, -2.19, -3.81], [-2.27, -4.92, 4.01], [-0.86, -5.00, 3.46], [-0.73, -5.18, 1.94], [-0.16, -3.99, 1.50], [0.27, -3.29, 2.52], [1.07, -2.33, 2.39], [-0.35, -3.68, 3.61], [-2.45, -4.77, 5.07], [-2.84, -5.85, 3.92], [-2.93, -4.35, 3.36], [-0.15, -5.63, 4.00], [-1.74, -5.27, 1.53], [-0.21, -6.10, 1.65], [4.08, 1.82, -0.23], [3.96, 1.83, -1.76], [3.91, 3.22, -2.41], [5.21, 3.44, -2.79], [5.95, 2.37, -2.76], [7.04, 2.14, -3.32], [5.20, 1.35, -2.22], [4.44, 0.89, 0.20], [3.04, 1.97, 0.07], [4.83, 2.50, 0.17], [3.17, 1.15, -2.07], [3.47, 4.06, -1.88], [3.32, 3.06, -3.31], [-4.41, -1.88, 2.44], [-3.45, -0.87, 2.09], [-3.64, 0.46, 2.82], [-2.40, 0.98, 2.75], [-1.52, 0.03, 2.82], [-0.36, 0.04, 3.25], [-2.11, -1.17, 2.57], [-4.05, -2.83, 2.04], [-5.41, -1.87, 2.01], [-4.45, -1.84, 3.53], [-3.27, -0.84, 1.01], [-4.19, 0.28, 3.75], [-4.29, 1.18, 2.33], [0.94, 5.50, 0.49], [1.11, 5.02, 1.86], [-0.23, 4.44, 2.40], [0.10, 3.16, 2.97], [1.36, 2.96, 2.77], [1.97, 1.98, 3.13], [2.00, 4.02, 2.16], [1.93, 5.90, 0.26], [0.25, 6.30, 0.24], [0.59, 4.76, -0.23], [1.36, 5.88, 2.48], [-1.01, 4.38, 1.65], [-0.63, 5.21, 3.06]]
}

[3]
{
  "formula": "C24H36BBeF4O18",
  "method": "ωB97M-V with the def2-TZVPD basis set",
  "e_homo_ev": -12.470,
  "lumo_energy_ev": -1.8,
  "largest_force_ev_per_a": 4.16,
  "total_energy_ev": -74278.19778,
  "charge": 1,
  "species": ["Be", "B", "F", "F", "F", "F", "C", "C", "C", "O", "C", "O", "O", "H", "H", "H", "H", "H", "H", "C", "C", "C", "O", "C", "O", "O", "H", "H", "H", "H", "H", "H", "C", "C", "C", "O", "C", "O", "O", "H", "H", "H", "H", "H", "H", "C", "C", "C", "O", "C", "O", "O", "H", "H", "H", "H", "H", "H", "C", "C", "C", "O", "C", "O", "O", "H", "H", "H", "H", "H", "H", "C", "C", "C", "O", "C", "O", "O", "H", "H", "H", "H", "H", "H"],
  "positions_angstrom": [[15.10, -11.84, 6.11], [13.02, -11.16, 4.02], [12.11, -10.61, 4.87], [15.84, -12.88, 5.61], [13.40, -12.34, 4.22], [13.54, -10.49, 3.02], [13.20, -9.56, 11.17], [13.49, -9.65, 12.63], [12.90, -10.86, 13.42], [14.00, -11.77, 13.41], [15.15, -11.16, 13.18], [16.17, -11.77, 13.04], [14.89, -9.90, 12.87], [12.15, -9.33, 10.98], [13.38, -10.49, 10.69], [13.65, -8.79, 10.66], [13.23, -8.75, 13.19], [12.11, -11.31, 12.86], [12.60, -10.79, 14.43], [16.55, -14.37, 10.25], [15.17, -14.17, 9.78], [14.45, -13.13, 10.60], [13.88, -12.26, 9.59], [14.29, -12.60, 8.38], [14.05, -11.93, 7.38], [15.13, -13.64, 8.42], [16.54, -14.47, 11.36], [17.18, -13.53, 9.90], [17.03, -15.29, 9.83], [14.53, -15.05, 9.90], [15.16, -12.54, 11.16], [13.71, -13.58, 11.22], [7.31, -14.66, 11.25], [7.77, -14.01, 9.99], [9.30, -14.20, 9.70], [9.35, -14.62, 8.31], [8.10, -14.95, 7.92], [7.79, -15.48, 6.87], [7.15, -14.62, 8.83], [7.59, -15.68, 11.13], [6.25, -14.53, 11.30], [7.78, -14.18, 12.08], [7.53, -12.97, 10.06], [9.75, -15.04, 10.27], [9.92, -13.36, 9.86], [19.72, -9.51, 10.85], [18.07, -9.56, 10.83], [17.33, -8.19, 10.74], [16.89, -8.23, 9.34], [17.03, -9.47, 8.77], [16.63, -9.78, 7.70], [17.82, -10.24, 9.55], [20.21, -9.12, 11.79], [20.15, -9.15, 9.89], [19.92, -10.59, 10.92], [17.63, -10.20, 11.63], [18.03, -7.27, 10.80], [16.54, -8.11, 11.50], [7.03, -10.93, 6.28], [8.42, -11.20, 6.81], [9.49, -10.26, 6.25], [10.27, -9.97, 7.39], [9.81, -10.60, 8.49], [10.42, -10.78, 9.45], [8.59, -11.10, 8.22], [6.47, -10.20, 6.88], [6.43, -11.83, 6.26], [7.11, -10.54, 5.26], [8.79, -12.21, 6.62], [9.11, -9.19, 6.00], [10.06, -10.66, 5.44], [17.56, -8.46, 2.78], [17.53, -8.46, 4.26], [16.51, -7.51, 4.95], [15.29, -8.30, 5.01], [15.63, -9.56, 5.08], [14.89, -10.37, 5.58], [16.83, -9.79, 4.58], [17.97, -9.43, 2.46], [18.02, -7.68, 2.21], [16.55, -8.45, 2.42], [18.53, -8.49, 4.67], [16.30, -6.73, 4.29], [16.74, -7.12, 5.95]]
}

[4]
{
  "formula": "C24H36BrFeN8O2PS",
  "method": "ωB97M-V with the def2-TZVPD basis set",
  "e_homo_ev": [-10.760, -10.770],
  "spin_multiplicity": 2,
  "lumo_energy_ev": [-5.2, -5.5],
  "largest_force_ev_per_a": 3.00,
  "total_energy_ev": -166035.70147,
  "charge": 1,
  "species": ["Fe", "C", "N", "C", "N", "C", "N", "C", "P", "C", "C", "H", "H", "H", "H", "H", "H", "H", "H", "H", "H", "H", "H", "C", "C", "N", "C", "C", "C", "C", "N", "H", "H", "H", "H", "H", "H", "H", "H", "H", "H", "H", "H", "H", "H", "S", "C", "N", "C", "N", "C", "C", "N", "C", "H", "H", "H", "H", "H", "H", "Br", "C", "C", "C", "C", "C", "C", "C", "O", "O", "H", "H", "H", "H"],
  "positions_angstrom": [[0.38, 0.42, 0.87], [5.54, -1.67, 0.14], [4.33, -2.43, -0.06], [4.08, -2.62, -1.49], [4.01, -1.34, -2.19], [5.23, -0.58, -1.94], [5.47, -0.37, -0.52], [4.50, 0.52, 0.09], [2.73, -0.15, -0.03], [3.19, -1.86, 0.62], [2.81, -0.59, -1.85], [6.38, -2.22, -0.28], [5.71, -1.53, 1.21], [3.15, -3.16, -1.62], [4.91, -3.20, -1.91], [5.16, 0.39, -2.44], [6.07, -1.13, -2.36], [4.55, 1.49, -0.41], [4.74, 0.65, 1.14], [2.32, -2.50, 0.49], [3.41, -1.77, 1.69], [2.79, 0.33, -2.44], [1.93, -1.18, -2.10], [-5.46, 3.08, 0.70], [-5.15, 1.80, 1.48], [-4.06, 1.02, 0.90], [-4.39, 0.01, -0.10], [-4.34, 0.51, -1.54], [-2.77, 1.24, 1.24], [-2.47, 2.18, 2.37], [-1.77, 0.69, 0.63], [-6.28, 3.61, 1.18], [-5.77, 2.85, -0.32], [-4.59, 3.73, 0.66], [-6.04, 1.17, 1.51], [-4.91, 2.06, 2.51], [-5.40, -0.35, 0.12], [-3.71, -0.84, 0.00], [-5.11, 1.26, -1.74], [-4.50, -0.33, -2.22], [-3.36, 0.94, -1.77], [-2.96, 1.86, 3.29], [-2.79, 3.20, 2.15], [-1.39, 2.18, 2.53], [-2.00, 0.03, -0.12], [0.41, -0.12, 5.51], [0.52, 0.13, 3.95], [0.61, 0.33, 2.79], [-0.86, 5.82, -0.38], [-0.02, 4.66, -0.13], [1.29, 4.68, 0.28], [1.66, 3.38, 0.42], [0.59, 2.57, 0.12], [-0.40, 3.38, -0.20], [-0.29, 6.60, -0.88], [-1.27, 6.22, 0.54], [-1.69, 5.52, -1.03], [1.84, 5.59, 0.44], [2.61, 2.97, 0.71], [-1.39, 3.06, -0.49], [1.58, -6.54, 1.14], [0.33, -5.62, 0.03], [-0.41, -6.32, -0.90], [-1.33, -5.63, -1.69], [-1.46, -4.26, -1.57], [-0.68, -3.56, -0.65], [0.19, -4.25, 0.18], [-0.79, -2.06, -0.56], [-1.78, -1.50, -1.02], [0.22, -1.47, -0.03], [-0.29, -7.39, -1.00], [-1.93, -6.17, -2.41], [-2.17, -3.71, -2.18], [0.75, -3.72, 0.93]]
}